C3HCl2NS | wB97M-V/def2-TZVPD

## Properties
total energy: -40492.98624 eV
charge: 0
energy above the lowest of the compared OMol25 structures with the same formula, charge and spin: 66.1 kcal per mole
orbital gap (spin up / spin down): 7.99 / 6.91 eV
E_LUMO (spin up / spin down): -0.0324 / -0.0474 Ha
HOMO (spin up / spin down): -8.9 / -8.2 eV

Element x y z (Å)
C  1.058  -0.513  0.877
C  -0.554  1.277  -0.915
C  -0.072  -1.188  0.366
N  1.939  0.072  1.353
S  -1.541  2.305  -0.224
Cl  0.601  1.097  -2.064
Cl  -1.173  -1.880  1.344
H  -0.258  -1.170  -0.738

C3HCl3 | wB97M-V/def2-TZVPD

## Properties
total energy: -40689.42468 eV
charge: 0
energy above the lowest of the compared OMol25 structures with the same formula, charge and spin: 62.5 kcal per mole
orbital gap: 9.64 eV
E_LUMO: -0.0274 Ha
HOMO: -10.4 eV

Element x y z (Å)
C  0.286  0.134  0.004
C  1.471  0.100  -0.122
C  3.612  -0.015  0.018
Cl  4.149  0.482  -1.546
Cl  4.009  1.091  1.281
Cl  3.947  -1.669  0.388
H  -0.767  0.164  0.009